Computed, not measured: a molecular structure, C18H27ClNNd in a non-equilibrium geometry, with wB97M-V/def2-TZVPD.

The frontier orbital gap (spin up / spin down) is 5.40 / 5.41 eV. The net charge is +2. The value obtained for the LUMO energy (spin up / spin down) is -9.2 / -9.1 eV. The HOMO energy (spin up / spin down) is -14.58 / -14.54 eV. Its expectation value of S² is 3.765. The spin multiplicity is 4. The value obtained for the molecular weight is 437.11 g mol⁻¹.

Last column: Mulliken charge in e.
Positions of all 48 atoms, in Å:
C: 1.011 2.085 -0.155  -1.15
H: 1.446 2.479 0.766  0.73
H: 1.810 2.088 -0.909  0.45
H: 1.847 0.744 0.651  0.35
C: -0.199 2.954 -0.616  0.08
H: -0.886 2.309 -1.237  -0.03
H: -0.774 3.236 0.281  0.36
C: 0.024 4.251 -1.419  -1.47
H: -0.949 4.697 -1.655  0.41
H: 0.576 5.013 -0.860  0.39
H: 0.526 4.094 -2.381  0.34
C: -0.875 -2.119 -1.035  0.55
C: -1.270 -1.163 -1.979  0.42
C: -0.079 -0.461 -2.407  0.37
C: 1.050 -1.012 -1.723  0.31
C: 0.559 -2.013 -0.851  0.34
C: 1.390 -2.990 -0.081  -1.63
C: 2.460 -0.717 -2.034  -1.51
C: -0.022 0.648 -3.424  -1.14
C: -2.672 -0.741 -2.260  -1.40
C: -1.773 -3.031 -0.280  -1.27
Nd: -0.548 0.271 0.092  1.12
H: 3.115 -0.974 -1.219  0.38
H: 2.780 -1.297 -2.928  0.35
H: 2.609 0.331 -2.257  0.35
H: 2.376 -2.587 0.117  0.41
H: 0.933 -3.227 0.879  0.35
H: 1.503 -3.939 -0.644  0.33
H: -2.726 -2.558 -0.042  0.33
H: -1.990 -3.954 -0.835  0.34
H: -1.356 -3.332 0.689  0.32
H: -2.740 0.280 -2.672  0.30
H: -3.153 -1.424 -2.977  0.39
H: -3.301 -0.729 -1.356  0.40
H: 0.766 1.383 -3.174  0.27
H: 0.212 0.243 -4.432  0.38
H: -0.972 1.192 -3.488  0.27
Cl: -0.981 2.959 5.308  -0.15
C: -1.096 1.444 4.555  0.01
C: -1.601 0.320 5.244  -0.18
C: -1.715 -0.888 4.553  -0.81
C: -1.347 -0.951 3.208  0.25
N: -0.893 0.132 2.557  -0.32
C: -0.744 1.323 3.183  -0.22
H: -1.924 0.440 6.257  0.50
H: -2.108 -1.785 5.043  0.41
H: -1.426 -1.901 2.629  0.28
H: -0.373 2.190 2.616  0.43